Formula: C14H18N2O5
Source: the Open Molecules 2025 dataset
Level of theory: wB97M-V/def2-TZVPD

```
39
Properties=species:S:1:pos:R:3:lowdin_charge:R:1
C -2.768 -0.650 -0.413 -0.304
C -1.409 -1.487 -0.218 -0.501
C -2.792 0.706 0.323 -0.090
C -1.409 1.456 0.393 -0.271
C -1.414 2.506 -0.528 -0.069
C -0.568 1.388 1.454 -0.104
C -0.273 3.238 -0.578 -0.125
C 0.410 2.283 1.510 -0.078
C 0.759 3.066 0.322 -0.067
C 0.638 -1.915 -0.601 -0.319
C 1.139 -2.084 0.818 -0.152
C 1.900 -1.380 -1.462 -0.026
C 1.991 0.244 -1.000 -0.046
C 3.260 0.309 -0.163 -0.504
H -3.549 -2.209 0.631 0.071
H -4.104 -2.149 -0.769 0.081
H -2.676 -0.757 -1.695 0.206
H -3.673 1.611 -0.022 0.198
H -2.913 0.273 1.353 0.124
H -2.286 2.538 -1.165 0.109
H -0.563 0.613 2.215 0.119
H -0.175 4.120 -1.358 0.146
H 1.091 2.140 2.281 0.086
H 1.884 3.427 0.241 0.155
H -0.302 -0.079 -0.875 0.085
H 0.361 -2.884 -0.935 0.151
H 1.742 -1.892 -2.664 0.184
H 2.710 -2.225 -0.757 0.184
H 1.056 0.579 -0.503 0.081
H 2.378 0.854 -1.754 0.096
H 2.156 -0.254 1.612 0.260
H 2.688 -2.922 1.695 0.101
N -3.910 -1.476 -0.002 0.012
N -0.404 -1.039 -0.870 0.111
O -1.416 -2.528 0.402 0.065
O 0.346 -1.461 1.785 -0.021
O 4.495 0.483 -0.643 -0.018
O 3.139 0.329 1.142 0.024
O 2.463 -2.770 0.800 0.044
```

Net charge ... 0
HOMO ... -0.343 hartree
LUMO level ... -0.58 eV
Relative energy (zero: lowest compared OMol25 entry of this formula, charge and spin) ... 1090.4 kJ/mol

---

Formula: C14H18O4
Source: the Open Molecules 2025 dataset
Level of theory: wB97M-V/def2-TZVPD

```
36
Properties=species:S:1:pos:R:3:lowdin_charge:R:1
C -6.171 -1.610 -1.654 -0.077
C -5.138 -0.826 -0.846 -0.276
O -4.443 -1.602 0.102 -0.145
C -3.548 -2.542 -0.446 -0.197
C -2.582 -2.996 0.647 -0.134
O -1.657 -1.982 1.005 0.006
C -0.628 -1.776 0.161 -0.498
O -0.455 -2.417 -0.850 0.094
C 0.234 -0.696 0.646 0.016
C 1.333 -0.343 -0.037 -0.015
C 2.285 0.689 0.300 -0.224
C 2.164 1.504 1.433 -0.015
C 3.099 2.471 1.711 0.005
C 4.198 2.667 0.868 -0.274
O 5.059 3.647 1.237 -0.078
C 6.188 3.897 0.434 -0.086
C 4.332 1.866 -0.263 -0.016
C 3.386 0.897 -0.534 -0.025
H -6.757 -0.922 -2.258 0.072
H -5.688 -2.326 -2.315 0.066
H -6.837 -2.146 -0.982 0.077
H -4.425 -0.339 -1.530 0.119
H -5.638 -0.054 -0.255 0.119
H -4.085 -3.425 -0.823 0.129
H -2.979 -2.098 -1.275 0.129
H -2.035 -3.878 0.296 0.130
H -3.137 -3.219 1.558 0.135
H -0.080 -0.229 1.565 0.109
H 1.536 -0.895 -0.948 0.122
H 1.326 1.374 2.099 0.109
H 3.009 3.100 2.583 0.119
H 6.722 4.711 0.921 0.094
H 5.902 4.206 -0.576 0.096
H 6.841 3.020 0.376 0.096
H 5.166 1.989 -0.935 0.103
H 3.503 0.282 -1.415 0.116
```

Net charge ... 0
HOMO ... -0.304 hartree
LUMO level ... 0.21 eV
SMILES ... CCOCCOC(=O)/C=C/c1ccc(OC)cc1
Relative energy (zero: lowest compared OMol25 entry of this formula, charge and spin) ... 185.6 kJ/mol

---

Formula: C14H18O5
Source: the Open Molecules 2025 dataset
Level of theory: wB97M-V/def2-TZVPD

```
37
Properties=species:S:1:pos:R:3:lowdin_charge:R:1
C 5.754 -0.012 1.474 -0.082
C 4.543 -0.079 0.544 -0.425
C 4.161 1.314 0.054 -0.072
C 3.349 -0.793 1.196 -0.150
C 2.741 -0.079 2.406 -0.190
O 1.934 1.050 2.114 -0.123
C 0.585 0.816 1.853 -0.103
C 0.213 0.577 0.394 -0.411
O 0.954 0.383 -0.527 0.140
O -1.130 0.602 0.299 0.071
C -1.745 0.395 -0.923 -0.164
C -1.389 1.146 -2.034 0.008
C -2.060 0.974 -3.232 -0.054
C -3.103 0.066 -3.326 -0.068
C -3.465 -0.676 -2.221 -0.004
C -2.786 -0.536 -1.011 -0.053
C -3.223 -1.398 0.114 -0.469
O -4.273 -1.990 0.132 0.112
O -2.337 -1.501 1.114 0.124
H 5.569 0.657 2.311 0.070
H 6.618 0.364 0.931 0.075
H 5.997 -0.998 1.864 0.075
H 4.825 -0.683 -0.327 0.132
H 3.299 1.254 -0.604 0.065
H 3.906 1.956 0.892 0.077
H 4.989 1.763 -0.492 0.076
H 2.574 -0.925 0.441 0.100
H 3.672 -1.783 1.527 0.116
H 3.535 0.308 3.050 0.119
H 2.150 -0.801 2.990 0.121
H 0.200 -0.042 2.427 0.141
H 0.040 1.710 2.178 0.146
H -0.585 1.860 -1.954 0.124
H -1.768 1.558 -4.092 0.109
H -3.630 -0.061 -4.259 0.106
H -4.274 -1.390 -2.264 0.122
H -2.696 -2.086 1.800 0.139
```

Net charge ... 0
HOMO ... -0.355 hartree
LUMO level ... 0.34 eV
SMILES ... CC(C)CCOCC(=O)Oc1ccccc1C(=O)O
Relative energy (zero: lowest compared OMol25 entry of this formula, charge and spin) ... 21.3 kJ/mol